(1)
C18H25BN8O3Zn | ωB97M-V/def2-TZVPD

Positions of all 56 atoms, in Å:
H1 -2.0466 -0.6509 1.6847
N1 -2.0103 -0.5090 -0.4438
B1 -2.8825 -0.6084 -2.9179
N2 -3.0535 -0.6150 -1.3748
C1 -4.2262 -0.6998 -0.7368
Zn1 0.1120 -0.1201 -0.9283
H2 -5.1379 -0.7364 -1.2774
C2 -3.9728 -0.7040 0.6326
H3 -4.6455 -0.7514 1.4305
C3 -2.5788 -0.6166 0.7631
H4 -3.8871 -0.6559 -3.5714
C4 1.9779 -0.3861 -1.6145
H5 2.6135 -0.3817 -0.7502
H6 2.1244 0.5120 -2.1936
H7 2.0919 -1.2726 -2.2179
N3 -1.8786 -1.7674 -3.1269
N4 -1.9956 0.6389 -3.1365
N5 -0.6906 -1.8724 -2.4011
N6 -0.7603 0.8403 -2.4807
C5 -1.9971 -2.7925 -3.9844
C6 -2.2641 1.6728 -3.9526
H8 -2.8473 -2.8697 -4.6169
H9 -3.1747 1.7059 -4.5272
C7 -0.8694 -3.6050 -3.8333
C8 -1.1811 2.5710 -3.8595
C9 -0.0885 -2.9740 -2.8420
C10 -0.2759 1.9899 -2.9511
H10 -0.6100 -4.4880 -4.3291
H11 -1.0484 3.5493 -4.2121
H12 0.8629 -3.3054 -2.5033
H13 0.6431 2.4320 -2.6551
H14 0.7100 -1.1327 0.7115
C11 3.7946 -0.2486 1.9071
C12 3.0664 -0.0572 3.1772
C13 1.7515 0.7622 2.9797
C14 0.9466 0.8986 4.3396
C15 0.5359 -0.3886 4.9394
C16 2.2467 2.2452 2.6896
O1 3.0617 2.9496 3.3250
N7 1.5871 2.8309 1.6517
C17 0.7344 2.2322 0.7205
O2 0.2415 2.9453 -0.1148
N8 0.5050 0.8734 0.7977
C18 0.9081 0.1928 1.8868
O3 0.5257 -1.0903 1.6969
H15 3.2973 -0.8483 1.1642
H16 4.7285 -0.7074 2.1555
H17 4.0447 0.6846 1.4242
H18 2.6900 -0.9193 3.7518
H19 3.6658 0.5207 3.9122
H20 1.5858 1.5140 5.0105
H21 0.0984 1.5295 4.0185
H22 1.3468 -1.0421 5.2036
H23 0.0187 -0.1444 5.8407
H24 -0.1383 -0.9416 4.3141
H25 1.7441 3.8119 1.4239

## Properties
Frontier orbital gap = 7.46 eV
HOMO level = -8.22 eV

---

(2)
C49H47ClF6N3O6STa | ωB97M-V/def2-TZVPD

Positions of all 114 atoms, in Å:
Ta1 -0.0560 -0.0016 -0.3855
F1 1.2162 5.7554 -4.8036
C1 1.2946 4.8656 -3.8283
C2 0.2828 3.9392 -3.6494
F2 -0.7795 3.9226 -4.4542
C3 0.3987 3.0071 -2.6412
F3 -0.5877 2.0894 -2.5119
C4 1.4757 2.9434 -1.7809
S1 1.6538 1.8075 -0.4397
C5 2.4840 3.8815 -1.9894
F4 3.5634 3.8726 -1.2139
C6 2.4018 4.8317 -2.9934
F5 3.3843 5.7012 -3.1693
C7 0.2122 -4.2180 0.3484
C8 -1.2240 -3.8290 0.5722
C9 -1.9724 -4.5603 1.4929
C10 -3.3153 -4.3051 1.6990
C11 -3.9367 -3.2972 0.9773
C12 -3.2238 -2.5294 0.0643
C13 -3.9255 -1.4736 -0.7371
C14 -1.8683 -2.8032 -0.1229
N1 -1.1178 -1.9932 -1.0709
C15 -0.7659 -2.5230 -2.1795
C16 -1.1803 -3.8727 -2.6568
C17 0.1123 -1.6901 -3.0770
C18 0.5535 -2.3024 -4.3632
N2 0.4218 -0.5136 -2.6761
C19 1.1126 0.3399 -3.6500
C20 0.3482 0.8774 -4.6946
C21 -1.0938 0.5324 -4.9612
C22 0.9733 1.7403 -5.5893
C23 2.3193 2.0336 -5.4817
C24 3.0722 1.4160 -4.4987
C25 2.4974 0.5427 -3.5809
C26 3.4137 -0.2253 -2.6714
H1 0.6641 -4.5250 1.2913
H2 0.8118 -3.4153 -0.0723
H3 0.2720 -5.0800 -0.3209
H4 -1.4848 -5.3578 2.0399
H5 -3.8808 -4.9002 2.4035
H6 -4.9997 -3.1213 1.0963
H7 -4.9923 -1.4740 -0.5157
H8 -3.8109 -1.6556 -1.8076
H9 -3.5187 -0.4827 -0.5290
H10 -1.9184 -4.3230 -2.0016
H11 -0.3128 -4.5328 -2.7189
H12 -1.5892 -3.7940 -3.6652
H13 0.9477 -3.3016 -4.1750
H14 1.3106 -1.7029 -4.8572
H15 -0.2970 -2.4155 -5.0392
H16 -1.5834 0.0280 -4.1340
H17 -1.1598 -0.1070 -5.8447
H18 -1.6611 1.4357 -5.1904
H19 0.3843 2.1765 -6.3872
H20 2.7883 2.7104 -6.1837
H21 4.1399 1.5889 -4.4469
H22 4.3711 0.2853 -2.5848
H23 3.6072 -1.2178 -3.0908
H24 3.0044 -0.3559 -1.6824
C27 -1.8130 3.4957 4.2160
O1 -1.7473 2.5421 3.1419
C28 -1.2258 1.3277 3.4579
C29 0.0344 1.1814 4.0279
C30 0.5004 -0.0677 4.3924
C31 -0.2877 -1.1995 4.2020
C32 -1.5196 -1.0739 3.6006
C33 -1.9728 0.1805 3.1977
N3 -3.2635 0.2157 2.5910
C34 -3.8569 1.0176 1.7650
C35 -3.3635 2.1762 1.0598
C36 -4.2234 3.2830 1.1100
C37 -3.8063 4.5261 0.6801
C38 -2.5209 4.6676 0.1726
C39 -1.6902 3.5676 0.0290
C40 -2.1205 2.3139 0.4259
O2 -1.3580 1.2268 0.1622
H25 -2.1488 4.4272 3.7706
H26 -0.8387 3.6441 4.6777
H27 -2.5279 3.1602 4.9686
H28 0.6407 2.0622 4.1914
H29 1.4825 -0.1594 4.8355
H30 0.0679 -2.1728 4.5112
H31 -2.1266 -1.9496 3.4012
H32 -3.8464 -0.5493 2.9164
H33 -4.9166 0.8071 1.6507
H34 -5.2083 3.1653 1.5460
H35 -4.4676 5.3776 0.7531
H36 -2.1666 5.6413 -0.1391
H37 -0.6956 3.6797 -0.3748
O3 -2.7427 0.7122 -2.3645
H38 -3.6486 0.4284 -2.5246
H39 -2.6397 1.5316 -2.8626
F6 -0.5543 -0.9529 1.1444
C41 3.8151 -3.4446 3.6955
C42 3.6783 -2.0104 4.1334
C43 3.4075 -1.7339 5.4732
C44 3.3618 -0.4340 5.9445
Cl1 3.0140 -0.1442 7.6177
C45 3.5896 0.6357 5.0928
C46 3.8432 0.3780 3.7584
C47 3.8801 -0.9247 3.2835
O4 4.2698 -1.0625 1.9566
C48 3.4438 -1.7428 1.0627
C49 2.1796 -0.9936 0.7394
O5 1.7250 -0.0555 1.3972
O6 1.5393 -1.3303 -0.3453
H40 3.8746 -4.0951 4.5656
H41 4.7202 -3.5940 3.1047
H42 2.9613 -3.7827 3.1029
H43 3.2625 -2.5529 6.1662
H44 3.5745 1.6483 5.4714
H45 4.0321 1.1840 3.0623
H46 3.1630 -2.7494 1.3885
H47 3.9988 -1.8538 0.1298

## Properties
Frontier orbital gap = 5.83 eV
HOMO level = -12.55 eV
Charge = +2

---

no.,LUMO level (Eh),E (a.u.)
1,-0.028,-3168.904621
2,-0.247,-4025.350825